Entry from the Open Molecules 2025 dataset: a 2-piece molecular cluster, C24H21BrClFINO2 overall in a non-equilibrium geometry (ωB97M-V/def2-TZVPD).

Geometry as XYZ:
```
52
Properties=species:S:1:pos:R:3:forces:R:3:nbo_charge:R:1
C -0.77019 1.40875 -0.88750 -0.11 0.19 0.38 -0.0385
C 0.03612 -0.00321 -3.13827 -0.38 -1.03 -0.06 -0.2283
H 0.26634 -2.47362 3.70557 -0.25 0.02 0.06 0.2107
H 2.11680 1.34960 -8.19038 0.01 -0.02 -0.02 0.2098
C -1.34790 1.14751 1.57221 0.09 0.57 -0.86 -0.0819
H 0.53802 2.96924 -1.54848 -0.05 -0.18 -0.11 0.2343
H 0.34599 -0.59963 -3.99339 0.15 0.33 0.07 0.2315
C 0.52553 1.24998 -2.86024 0.90 0.58 -0.83 -0.1916
C -1.23506 2.08913 0.38648 -0.21 0.12 0.00 0.5447
C -1.86745 -0.11372 1.30772 -0.41 -0.78 -1.15 -0.1543
C -1.53901 -0.72811 3.57870 -1.02 -1.70 0.66 -0.0174
H 0.47059 -2.10905 -6.44954 0.01 -0.02 -0.03 0.2104
C -0.88061 -0.57673 -2.26928 -0.27 -0.17 -0.04 -0.0238
H 1.97324 1.29039 1.90988 -0.13 -0.16 0.38 0.2188
C 1.94357 0.29336 -8.07222 0.02 0.06 0.05 -0.0775
C 0.20050 -3.32895 5.67519 -0.37 -0.38 -0.79 0.0600
C -1.27423 0.14264 -1.15878 -0.95 -0.67 1.11 -0.1917
C -0.39624 2.87501 3.17927 -0.32 -0.08 -0.25 -0.4638
H -0.93378 -3.74896 3.95579 0.02 0.27 -0.02 0.2336
H 2.98381 2.39017 2.86248 -0.13 -0.28 -0.18 0.2355
C 1.85990 -1.94991 -8.18744 -0.01 -0.03 0.01 -0.2919
H 1.81361 1.41676 3.72875 -0.18 -0.05 -0.28 0.2147
H -0.73101 0.82949 4.82821 -0.14 -0.36 -0.04 0.2188
H 0.64669 0.38926 -6.40729 -0.04 0.00 -0.06 0.4073
H 0.97362 -2.64070 6.03170 -0.23 -0.05 0.09 0.1646
H 2.02243 -2.96954 -8.49501 -0.01 0.01 0.00 0.2211
Cl 1.70622 4.55229 3.46830 -0.29 -0.05 -0.30 -0.0968
H -0.53960 -3.57004 6.44893 0.25 0.20 0.01 0.1620
H -0.35930 2.97413 4.27080 0.20 -0.05 -0.23 0.2261
C -2.27268 -0.39673 -0.13596 0.00 0.21 -0.20 0.5746
C -1.58926 -1.76363 4.70481 1.60 0.17 -0.82 -0.4305
C 0.99741 3.11683 2.58114 0.51 -0.23 0.86 -0.1397
H 3.08535 -0.73756 -9.61833 -0.01 0.00 0.01 0.2225
O -3.29878 -0.95121 -0.45334 0.64 0.40 0.28 -0.4790
F 0.83774 -4.53434 5.34239 0.13 0.20 0.27 -0.3772
C -0.50050 -2.84683 4.39509 0.01 -0.25 0.86 -0.4378
O -1.51173 3.27162 0.43544 0.50 -0.73 -0.06 -0.5058
Br -1.55902 -2.34244 -2.57050 0.40 0.53 -0.15 0.0959
H -1.24793 -1.26887 5.62352 -0.59 -0.03 -0.02 0.2102
C 1.06837 -1.54549 -7.14660 -0.02 0.01 0.10 -0.0840
N 1.12781 -0.17904 -7.07971 0.02 -0.04 -0.03 -0.5102
C 1.98342 1.94797 2.78709 0.24 0.76 -0.25 -0.6409
I -2.80247 -2.99009 1.85278 0.16 0.51 0.23 0.1987
C -0.94677 1.49685 2.84506 0.04 0.72 0.10 0.0323
C 0.14234 1.97704 -1.75285 -0.18 0.43 0.30 -0.1905
C -1.05864 0.53036 3.83279 0.41 0.80 0.14 -0.2036
C 2.41611 -0.78192 -8.77522 0.00 0.03 -0.02 -0.3066
H -2.57821 -2.21755 4.79772 0.14 0.15 0.17 0.2385
H 1.25597 1.67727 -3.54671 -0.12 -0.05 0.15 0.2236
H 0.96567 3.41470 1.53051 -0.10 -0.02 0.23 0.2167
H -1.07988 3.64593 2.80637 0.15 -0.16 0.12 0.2584
C -1.98292 -1.07837 2.29235 -0.04 0.30 0.17 -0.1119
```
Positions in Å, forces in eV/Å.

Summary:
Energy above the lowest of the compared OMol25 structures with the same formula, charge and spin (kcal/mol): 0.0
Calculated total energy (Eh): -4564.1414
Structure (SMILES): C[C@H](Cl)Cc1cc(CCCF)c(I)c2c1C(=O)c1cccc(Br)c1C2=O.c1cc[nH]c1
Max |F| (eV/Å): 2.09